Entry 1:
# H14O7

A 7-piece molecular cluster, H14O7 overall (wB97M-V/def2-TZVPD, the OMol25 dataset).

Computed properties:
HOMO-LUMO gap: 10.199 eV
energy: -14558.157 eV
structure (SMILES): O.O.O.O.O.O.O
molecular weight: 126.105 g mol⁻¹

```
21
Properties=species:S:1:pos:R:3:forces:R:3
O 1.6644 0.6179 -1.6362 -0.251 0.010 0.140
H 1.7449 1.5206 -1.3083 0.097 -0.039 -0.049
H 1.1052 0.1805 -0.9844 0.178 0.049 -0.036
O 0.2709 -3.5747 -0.3666 1.706 -1.333 0.467
H -0.6539 -3.6229 -0.0993 0.558 -0.157 -0.312
H 0.3470 -2.7141 -0.7938 0.001 -0.943 0.148
O -0.5228 0.3201 3.9968 0.000 0.118 -0.272
H -0.2845 1.2208 3.7496 -0.013 -0.040 0.123
H -0.5834 -0.1457 3.1552 0.015 -0.062 0.202
O 1.8698 5.4789 -1.9556 -0.195 -0.105 0.070
H 1.3865 4.6784 -2.1890 0.077 0.099 -0.065
H 1.1829 6.0947 -1.6765 0.100 0.008 -0.027
O -3.7410 1.2256 -2.1573 0.148 -0.028 0.193
H -2.8205 1.0204 -1.9583 -0.116 0.038 -0.098
H -4.1880 1.1469 -1.3069 -0.049 0.001 -0.100
O -1.3014 -1.9918 -0.6282 -1.675 2.461 -0.250
H -1.0168 -1.5345 0.1711 -0.219 -0.014 0.083
H -1.0615 -1.3893 -1.3412 -0.369 0.030 -0.219
O 1.9382 -3.0286 2.6736 0.122 0.232 0.000
H 1.7639 -2.4513 1.9217 -0.017 -0.280 -0.040
H 2.8999 -3.0517 2.7336 -0.097 -0.046 0.038
```
Forces are in eV/Å.



Entry 2:
# H14O7

A 7-piece molecular cluster, H14O7 overall (wB97M-V/def2-TZVPD, the OMol25 dataset).

Computed properties:
HOMO-LUMO gap: 11.557 eV
energy: -14560.821 eV
structure (SMILES): O.O.O.O.O.O.O
molecular weight: 126.105 g mol⁻¹

```
21
Properties=species:S:1:pos:R:3:forces:R:3
O 1.6463 0.8679 2.7047 -0.412 -1.959 2.099
H 1.4704 0.2291 3.5090 0.678 1.908 -2.382
H 2.1771 0.3059 2.0877 -0.265 0.041 0.423
O 2.7170 -1.2134 1.2519 0.714 -0.187 -1.681
H 1.9437 -1.4646 0.6888 0.305 0.401 0.340
H 3.4516 -1.1506 0.5802 -1.067 -0.091 1.163
O -0.8839 0.4462 1.6655 0.499 0.157 0.155
H 0.0083 0.6834 2.0611 -0.771 -0.613 -0.326
H -0.7579 -0.3767 1.1431 0.310 0.574 0.403
O -2.2622 0.7992 -2.2800 0.805 0.776 -0.457
H -2.2396 1.1322 -3.2074 0.068 -0.275 1.141
H -1.5470 1.2869 -1.7674 -0.855 -0.390 -0.632
O -1.3666 -1.7569 -2.2901 -1.144 -0.738 0.844
H -1.9822 -2.4287 -1.8691 0.911 1.521 -0.879
H -1.7934 -0.8435 -2.2673 0.065 -0.953 0.008
O 0.3803 -0.9151 -0.4047 -0.657 -1.545 -0.618
H 0.4164 0.0095 -0.6824 -0.099 0.056 -0.220
H -0.2249 -1.4215 -1.0645 1.085 1.164 0.778
O -0.3039 1.7743 -0.5478 0.683 1.068 0.675
H 0.2298 2.5880 -0.3729 -0.728 -1.010 -0.352
H -0.5691 1.4337 0.3650 -0.127 0.096 -0.482
```
Forces are in eV/Å.



Entry 3:
# C9H6Cl6N2O2

The molecule C9H6Cl6N2O2 (wB97M-V/def2-TZVPD, the OMol25 dataset).

Computed properties:
HOMO-LUMO gap: 9.700 eV
energy: -91637.570 eV
structure (SMILES): NC(=O)[C@]1(Cl)[C@@](Cl)(C(N)=O)[C@]2(Cl)C=C[C@@]1(Cl)C2(Cl)Cl
molecular weight: 386.877 g mol⁻¹

```
25
Properties=species:S:1:pos:R:3:forces:R:3
N -0.6043 -1.2208 -2.8230 -3.432 -0.312 4.928
C 0.4841 -0.9056 -2.0265 -1.762 -1.520 -4.604
O 1.4783 -0.8466 -2.6983 2.843 0.969 1.604
C 0.2318 -0.8331 -0.5752 0.343 -0.825 2.592
Cl -0.6409 -2.2983 -0.0419 0.069 -0.581 -0.732
C -0.6491 0.4031 -0.1486 -1.638 0.529 -0.449
Cl -1.1851 1.5081 -1.5020 1.178 0.244 0.211
C -2.1076 0.1129 0.3079 -5.494 -1.862 2.185
N -2.5877 0.3914 1.5549 2.515 2.238 1.856
O -3.0993 -0.3838 -0.2679 2.981 -0.291 -3.171
C 0.2765 1.0944 0.8398 1.607 0.956 1.459
Cl -0.3269 2.5110 1.8605 0.443 -1.104 -1.057
C 1.5666 1.4558 0.1387 2.658 -1.225 -1.743
C 2.4060 0.3615 -0.0986 -3.914 4.233 0.889
C 1.5496 -0.7564 0.3816 0.007 0.897 0.281
Cl 2.6103 -2.0615 0.7090 -0.312 -1.711 0.040
C 0.9224 -0.0643 1.6814 0.415 -0.319 0.991
Cl -0.2077 -1.0174 2.7043 1.157 0.564 -0.257
Cl 2.3256 0.5122 2.8551 -1.779 -0.604 -1.213
H -1.5832 -1.1876 -2.3808 1.930 -0.086 -1.182
H -0.5211 -0.9958 -3.7578 0.283 0.458 -2.009
H -3.6108 0.3138 1.7086 1.459 0.120 -0.498
H -2.0127 1.0167 2.1399 -1.061 -0.676 0.005
H 1.8415 2.4426 -0.1777 -0.246 0.480 0.232
H 3.4440 0.4479 -0.3834 -0.249 -0.571 -0.358
```
Forces are in eV/Å.